Entry w
A 3-piece molecular cluster, C6H15NO2 overall, computed with the ωB97M-V functional and the def2-TZVPD basis.

Calculated values
2S+1 = 1
LUMO level = 0.777 eV

Element x y z (Å)
C 0.02434 -0.08800 0.54717
C 0.13000 0.68382 -2.05086
C 0.62273 -1.77143 1.73389
C 0.65724 -0.66845 -0.57400
C -1.48067 -0.03023 0.59262
C 0.68357 1.08731 1.23215
N 0.09728 2.07873 -1.75008
O -1.09960 0.28551 -2.57720
O -0.41414 -2.72539 1.76360
H -1.77712 0.72931 -2.04705
H -0.30957 -3.33963 1.02396
H 0.89750 0.39891 -2.77683
H 0.98213 2.39649 -1.37316
H -0.10170 2.64153 -2.58055
H 1.57800 -2.28503 1.58661
H 0.68480 -1.32858 2.72859
H 1.74288 -0.63369 -0.59401
H 0.18492 -1.53839 -1.02000
H 0.28369 2.03776 0.86926
H -1.85764 0.95568 0.30597
H -1.93716 -0.77985 -0.05600
H -1.81010 -0.26196 1.61144
H 0.45090 1.07409 2.30157
H 1.76772 1.08149 1.10294

Entry x
One molecule with the formula C6H15NO2, computed with the ωB97M-V functional and the def2-TZVPD basis.

Calculated values
2S+1 = 1
LUMO level = 0.918 eV
structure (SMILES) = C[C@H](N)[C@@H](C)CC(O)O

Element x y z (Å)
C 2.32598 -0.17679 0.86081
C 1.63545 0.36543 -0.38417
N 1.69108 1.81171 -0.38798
C 0.01185 -0.14068 -0.60493
C -0.03514 -1.50800 -1.27939
C -0.66708 -0.09119 0.72519
C -2.35915 -0.09315 0.59183
O -2.91573 -0.32588 -0.67644
O -2.79209 1.18260 1.01237
H 1.92101 0.26397 1.77921
H 2.21855 -1.26215 0.93594
H 3.39944 0.05031 0.84567
H 2.15282 -0.00116 -1.27554
H 2.57428 2.18927 -0.72173
H 1.29177 2.22048 0.45279
H -0.41610 0.60204 -1.28726
H -1.05509 -1.77714 -1.56776
H 0.56140 -1.50674 -2.19835
H 0.34638 -2.29478 -0.62322
H -0.38993 -0.95368 1.34118
H -0.42794 0.81204 1.29276
H -2.75462 -0.84859 1.27890
H -2.56358 0.36777 -1.25480
H -3.75358 1.11432 1.14491

Entry y
C6H15NO2 as an isolated structure, computed with the ωB97M-V functional and the def2-TZVPD basis.

Calculated values
2S+1 = 1
LUMO level = 0.818 eV

Element x y z (Å)
C -0.04749 0.70674 1.14412
C 0.85161 -0.06266 -0.39709
C -0.12109 -1.01001 -0.89832
C -0.76407 -0.26929 2.05455
C -0.92551 1.87393 0.74678
C 1.06145 -1.36582 -2.35650
N -1.35545 -0.60742 -1.40062
O 1.13076 1.15606 1.84499
O 1.98949 -0.62185 0.18483
H 1.07798 2.03191 2.26197
H 2.11107 -0.14438 1.03557
H 1.03662 0.83539 -0.98648
H -0.15915 -1.93934 -0.33330
H -1.93048 -1.35560 -1.76543
H -1.33602 0.18326 -2.03251
H -1.68769 -0.64383 1.60462
H -1.04217 0.20108 3.01402
H -0.13036 -1.12818 2.29707
H -1.25413 2.45351 1.62500
H -1.82915 1.54722 0.22579
H -0.37847 2.57623 0.10875
H 0.78571 -2.39206 -2.60527
H 0.77525 -0.67847 -3.15461
H 2.14128 -1.34641 -2.21794

Order of stability, best first: entry x, entry y, entry w

Entry w
A 4-piece molecular cluster, C6H15NO2 overall, computed with the ωB97M-V functional and the def2-TZVPD basis.

Calculated values
2S+1 = 1
LUMO level (spin up / spin down) = -0.250 / 0.229 eV

Element x y z (Å)
C 1.02525 -0.57114 -1.00831
C 1.20172 -0.90695 -2.45490
C 0.78369 -1.69928 -0.05152
C -1.29275 0.21911 -1.33889
O 1.64308 0.49076 -0.61746
H 1.41115 0.82394 0.38645
H 2.16559 -1.41709 -2.56934
H 1.21567 -0.00644 -3.06542
H 0.42519 -1.58119 -2.80884
H -0.02959 -2.33716 -0.39180
H 0.56090 -1.32558 0.94195
H 1.69829 -2.30574 -0.01833
H -1.47204 -0.79977 -1.67652
H -0.77954 0.87222 -2.03438
H -2.23185 0.66890 -1.04152
C -1.80617 0.34297 1.38417
C 0.62773 2.02861 2.72727
O -0.73456 0.65614 0.53119
N 0.90904 1.32522 1.74893
H -2.75951 0.73534 1.00659
H -1.90997 -0.74098 1.54248
H -1.64201 0.81505 2.36111
H -0.34566 1.97889 3.25263
H 1.33634 2.73418 3.19447

Entry x
C6H15NO2 as an isolated structure, computed with the ωB97M-V functional and the def2-TZVPD basis.

Calculated values
2S+1 = 1
LUMO level (spin up / spin down) = 0.778 / 0.779 eV

Element x y z (Å)
C 0.93951 1.08184 0.46952
C 0.12426 -1.04699 -0.47121
C -1.78350 0.55170 0.81608
C 1.08226 2.07400 -0.63024
C 0.29773 -2.52289 -0.18171
C 0.08049 -0.72540 -1.94946
N 0.98961 -0.24929 0.33899
O 1.00596 1.60925 1.71397
O -1.28340 0.34057 2.17021
H 0.39842 1.08116 2.29210
H -1.81434 0.82771 2.81090
H 1.11576 -0.68458 1.24839
H -1.01394 -0.38189 0.05028
H -1.88754 1.62291 0.61045
H -2.76906 0.08506 0.72592
H 0.17647 2.67749 -0.72555
H 1.89725 2.75563 -0.36823
H 1.31355 1.61201 -1.58487
H -0.61535 -1.41070 -2.43693
H 0.30364 -2.72029 0.89423
H 1.21393 -2.94786 -0.61120
H -0.54382 -3.07403 -0.60517
H -0.28241 0.28549 -2.13696
H 1.05453 -0.84091 -2.43953

Entry y
One molecule with the formula C6H15NO2, computed with the ωB97M-V functional and the def2-TZVPD basis.

Calculated values
2S+1 = 1
LUMO level = 0.843 eV
structure (SMILES) = CC(C)(O)C(C)(C)ON

Element x y z (Å)
C 1.39127 0.08679 1.49160
C 0.95212 0.28729 0.04987
C 1.14874 1.72786 -0.39694
O 1.77942 -0.60669 -0.93692
C -0.35982 -0.34462 -0.33244
C -0.85809 -0.08252 -1.74294
C -0.54613 -1.79488 0.06547
O -1.21796 0.63660 0.62461
N -2.49414 0.10649 0.94214
H 2.43532 0.38020 1.59762
H 0.78265 0.71010 2.14167
H 1.29012 -0.94380 1.81766
H 0.36908 2.34875 0.03709
H 2.11868 2.08879 -0.05704
H 1.10428 1.80586 -1.47933
H 2.66650 -0.71223 -0.57476
H -0.20526 -0.58698 -2.45046
H -0.86513 0.97766 -1.97712
H -1.87100 -0.46962 -1.82982
H -1.61562 -2.00178 0.11121
H -0.07817 -2.44026 -0.67244
H -0.15657 -2.05260 1.04579
H -3.19113 0.74825 0.56831
H -2.57914 0.13136 1.95717

Order of stability, best first: entry y, entry x, entry w

Entry w
A 2-piece molecular cluster, C9H13ClN overall, computed with the ωB97M-V functional and the def2-TZVPD basis.

Calculated values
2S+1 = 1
total charge = +1
LUMO level (spin up / spin down) = -4.896 / -5.540 eV

Element x y z (Å)
C -1.49041 -0.48719 -3.29949
C -1.07863 -1.32868 -2.25253
C -1.11117 0.84720 -3.24397
C -0.55230 -0.60365 -1.14142
C -0.41379 1.45054 -2.22652
C 2.08364 -0.61672 1.29675
C -0.25811 -0.13655 1.81187
C 0.99726 0.46858 1.20929
C 0.69557 1.12924 -0.09098
N -0.18083 0.68609 -1.10010
Cl 0.60763 2.84308 0.02854
H -1.93150 -0.99920 -4.26399
H -1.41071 -2.33265 -2.12365
H -1.38720 1.34571 -4.20224
H -0.13785 -1.19240 -0.27511
H 0.02822 2.38630 -2.37223
H 2.97934 -0.41927 0.62459
H 2.32751 -0.80864 2.33644
H 1.55943 -1.48507 0.87123
H 0.09641 -0.50589 2.82796
H -0.96028 0.61238 2.15521
H -0.85821 -0.98390 1.25415
H 1.29288 1.32775 1.93177
H 2.73459 0.18494 -0.99876

Entry x
A 2-piece molecular cluster, C9H13ClN overall, computed with the ωB97M-V functional and the def2-TZVPD basis.

Calculated values
2S+1 = 1
total charge = +1
LUMO level (spin up / spin down) = -4.187 / -5.090 eV

Element x y z (Å)
C -0.73934 1.19893 -2.70957
C 0.52373 0.71291 -2.61399
C -1.55669 1.37016 -1.60601
C 0.99095 0.25257 -1.40274
C -1.09657 0.88870 -0.40279
C 1.77224 -1.04922 1.10290
C 0.02309 0.65337 2.27473
C -1.01826 -2.19060 0.75064
C 0.60218 -0.05278 1.00278
N 0.21637 0.44337 -0.22349
Cl -2.55035 -1.63680 0.52364
H -1.19697 1.55224 -3.57141
H 1.21488 0.91341 -3.49412
H -2.45802 1.93084 -1.76730
H 1.97603 -0.13752 -1.17871
H -1.55597 1.43674 0.41130
H 1.61431 -1.55277 2.07466
H 2.86575 -0.58576 1.11070
H 1.90150 -1.67172 0.30859
H -0.69588 1.41073 1.91183
H -0.41620 -0.05200 2.96397
H 0.81899 1.24407 2.84613
H -0.52272 -2.35022 1.78081
H -0.71305 -2.72867 -0.09256

Order of stability, best first: entry x, entry w

Entry w
A 2-piece molecular cluster, C4H9O overall, computed with the ωB97M-V functional and the def2-TZVPD basis.

Calculated values
⟨S²⟩ = 0.75
2S+1 = 2
total charge = -2
LUMO level (spin up / spin down) = 7.156 / 7.046 eV

Element x y z (Å)
C -1.42603 -0.58239 -2.05291
O -0.51974 0.38733 -2.25737
H -1.88021 -0.45838 -1.04312
H -1.13577 -1.66062 -2.21280
H -2.26650 -0.59557 -2.81872
C 1.15810 -0.58833 0.49876
C 0.58398 0.72800 0.99140
C 0.56182 1.25307 2.20553
H 0.82246 -0.68213 -0.53566
H 0.91337 -1.38900 1.13781
H 2.23175 -0.44467 0.37211
H -0.05533 1.13186 0.21023
H -0.08978 2.08111 2.45700
H 1.10189 0.81973 3.04774

Entry x
A 2-piece molecular cluster, C4H9O overall, computed with the ωB97M-V functional and the def2-TZVPD basis.

Calculated values
⟨S²⟩ = 0.75
2S+1 = 2
total charge = -2
LUMO level (spin up / spin down) = 7.069 / 7.177 eV

Element x y z (Å)
C -2.52986 0.00797 0.78656
O -3.07691 0.41136 1.99109
H -2.34778 0.91982 -0.07906
H -3.23811 -0.63181 0.14272
H -1.44288 -0.50086 0.93521
C 1.91822 -0.98155 -0.61116
C 0.99833 0.04411 -0.03813
C 0.84006 1.30518 -0.51536
H 1.62650 -1.94369 -0.29689
H 2.95830 -0.90640 -0.18784
H 1.96626 -1.05858 -1.74782
H 0.72296 -0.38480 0.98527
H 0.27591 2.17080 0.08249
H 1.32898 1.54846 -1.44709

Order of stability, best first: entry w, entry x

Entry w
An isolated ion of composition C4H9O and charge -2, computed with the ωB97M-V functional and the def2-TZVPD basis.

Calculated values
⟨S²⟩ = 0.75
2S+1 = 2
total charge = -2
LUMO level (spin up / spin down) = 7.544 / 7.472 eV

Element x y z (Å)
C -1.30410 0.38355 0.90601
O -1.21262 1.42236 1.79751
C -0.01251 -0.49371 0.87888
C 1.04136 -0.12201 -0.15337
C 0.50741 0.00664 -1.61356
H -2.12111 -0.35600 1.22538
H -1.62104 0.71088 -0.08187
H -0.17705 -1.58101 0.92312
H 0.32526 -0.31324 1.91201
H 1.95466 -0.73430 -0.17619
H 1.60265 0.78545 0.13903
H -0.16354 -0.82574 -1.78222
H 1.28529 0.20467 -2.34369
H -0.10468 0.91247 -1.63103

Entry x
An isolated ion of composition C4H9O and charge -2, computed with the ωB97M-V functional and the def2-TZVPD basis.

Calculated values
⟨S²⟩ = 0.75
2S+1 = 2
total charge = -2
LUMO level (spin up / spin down) = 7.403 / 7.358 eV

Element x y z (Å)
C -1.48577 -0.04351 0.61579
O -1.88722 -1.04216 -0.20706
C 0.03242 0.13986 0.78662
C 0.69403 0.39812 -0.58838
C 2.23925 0.35684 -0.59811
H -1.99557 -0.08926 1.61355
H -1.85320 0.99656 0.31742
H 0.26579 1.01356 1.41698
H 0.50224 -0.69280 1.32281
H 0.16977 -0.20640 -1.33064
H 0.33712 1.37908 -0.93449
H 2.71061 1.29711 -0.32138
H 2.62175 -0.45863 0.02342
H 2.55814 0.04607 -1.60456

Order of stability, best first: entry x, entry w